Entry from OMol25: a cluster of 2 separate species, C4H10N2O in total in a non-equilibrium geometry (ωB97M-V/def2-TZVPD).

Last columns: bonded neighbours and bond lengths (Å).
Geometry (Å):
1 O -1.07 1.90 0.23  C6 1.208
2 N 1.66 -1.44 -0.56  C5 1.280, H9 1.017
3 N 1.05 0.90 -0.41  C5 1.494, C6 1.781, H10 1.023, H16 1.019
4 C -0.37 -0.42 1.52  H13 1.090, H14 1.091, H15 1.089
5 C 1.54 -0.39 0.16  N2 1.280, N3 1.494, H17 1.084
6 C -0.70 0.81 -0.12  O1 1.208, N3 1.781, C7 1.503
7 C -1.47 -0.08 -1.05  C6 1.503, H8 1.094, H11 1.088, H12 1.087
8 H -1.51 0.38 -2.04  C7 1.094
9 H 1.04 -1.45 -1.37  N2 1.017
10 H 1.55 1.17 -1.26  N3 1.023
11 H -2.50 -0.14 -0.69  C7 1.088
12 H -1.05 -1.08 -1.10  C7 1.087
13 H -1.44 -0.57 1.57  C4 1.090
14 H -0.07 0.30 2.28  C4 1.091
15 H 0.04 -1.42 1.69  C4 1.089
16 H 1.14 1.77 0.12  N3 1.019
17 H 2.18 -0.24 1.03  C5 1.084

## Properties
Spin multiplicity: 1

Entry from OMol25: a cluster of 6 separate species, H12O6 in total (ωB97M-V/def2-TZVPD).

Last columns: bonded neighbours and bond lengths (Å).
Geometry (Å):
1 O -1.21 4.84 -1.08  H9 0.964, H11 0.964
2 O 0.86 0.56 2.26  H16 0.964, H17 0.964
3 O 0.40 0.13 -0.39  H8 0.964, H14 0.964
4 O 4.49 -0.15 0.18  H13 0.964, H15 0.964
5 O 0.75 -3.75 -1.33  H7 0.964, H18 0.964
6 O -5.41 -1.64 0.41  H10 0.964, H12 0.964
7 H 0.61 -3.29 -2.16  O5 0.964
8 H -0.47 0.09 0.02  O3 0.964
9 H -0.34 4.77 -1.49  O1 0.964
10 H -5.46 -2.11 1.24  O6 0.964
11 H -1.81 4.96 -1.83  O1 0.964
12 H -4.48 -1.42 0.31  O6 0.964
13 H 5.18 -0.82 0.11  O4 0.964
14 H 0.78 0.94 -0.02  O3 0.964
15 H 4.68 0.45 -0.55  O4 0.964
16 H -0.08 0.66 2.43  O2 0.964
17 H 1.25 0.49 3.15  O2 0.964
18 H 1.10 -4.61 -1.59  O5 0.964

## Properties
SMILES: O.O.O.O.O.O
Spin multiplicity: 1

Number 1: HOMO level -0.2960 Eh. Number 2: HOMO level -0.3920 Eh.